Molecular formula: C34H45CoN11OSe
Method: DFT, ωB97M-V with the def2-TZVPD basis set

HOMO-LUMO gap (alpha / beta) (hartree): 0.1911 / 0.1909
HOMO (alpha / beta) (eV): -6.42 / -6.41
Energy relative to the best compared isomer or geometry (same formula, charge and spin) (kcal/mol): 0.0
Spin multiplicity: 2
Charge: 0

```
93
Properties=species:S:1:pos:R:3:forces:R:3
Co 0.2369 0.5651 0.8473 0.14 0.20 0.06
C 4.2590 -0.2340 0.9131 0.05 -0.01 -0.01
C 3.7899 1.0945 0.3125 0.00 0.02 -0.01
C 3.0124 0.9570 -1.0018 0.01 -0.04 0.01
N 1.5861 1.1710 -0.8277 -0.02 -0.06 0.09
C 0.8778 1.4299 -1.8905 -0.06 0.03 -0.15
C 1.3568 1.2731 -3.2298 0.04 0.01 0.06
C 0.8693 1.7490 -4.4329 -0.02 0.00 -0.03
C -0.2100 2.5801 -4.6997 0.05 -0.06 0.04
C -1.1079 3.0427 -3.7452 -0.05 0.04 0.03
C -1.2595 2.7161 -2.4125 -0.02 0.03 -0.05
C -0.5440 1.7900 -1.5988 0.05 -0.01 -0.03
N -0.9959 1.3096 -0.4742 -0.01 0.01 0.17
C -2.2703 1.7354 0.0673 -0.02 -0.01 -0.05
C -2.0989 2.9432 1.0188 -0.03 0.04 0.02
C -0.6493 3.3521 1.2831 0.03 -0.03 0.02
N 0.1354 2.2500 1.8095 -0.01 -0.01 -0.06
C 1.0026 2.4170 2.7754 0.03 0.03 0.04
C 1.4100 3.6858 3.2724 -0.04 -0.05 -0.05
C 2.0881 4.0358 4.4216 0.03 0.01 0.05
C 2.5696 3.2474 5.4592 -0.02 0.01 -0.08
C 2.5559 1.8615 5.4735 -0.01 -0.04 0.02
C 2.1717 0.9522 4.5042 0.02 -0.02 -0.02
C 1.6379 1.1365 3.1993 -0.01 0.09 0.08
N 1.5417 0.1911 2.2948 -0.11 -0.06 -0.16
C 2.3280 -1.0266 2.4170 0.02 0.06 0.02
C 3.1802 -1.2837 1.1757 -0.02 -0.03 -0.01
H 4.8077 -0.0395 1.8414 -0.02 0.01 0.00
H 4.9892 -0.6686 0.2211 0.00 0.00 0.00
H 4.6797 1.7033 0.1321 0.00 0.00 0.00
H 3.1729 1.6540 1.0146 0.00 -0.01 0.01
H 3.2098 -0.0377 -1.4397 -0.01 0.01 0.01
H 3.3987 1.6759 -1.7343 0.00 0.02 0.01
H 2.2819 0.7136 -3.3072 -0.02 0.02 -0.01
H 1.4621 1.4613 -5.2975 -0.01 0.01 0.01
H -0.3479 2.9118 -5.7208 0.00 0.00 0.02
H -1.8411 3.7578 -4.1082 0.01 0.00 -0.01
H -2.0797 3.2208 -1.9176 0.02 -0.01 0.00
H -2.6790 0.8952 0.6210 0.00 -0.02 0.02
H -2.9897 1.9751 -0.7180 -0.01 -0.01 -0.02
H -2.5758 2.7179 1.9763 0.02 -0.01 -0.01
H -2.6144 3.8191 0.6144 0.02 -0.01 -0.01
H -0.6739 4.1899 1.9817 -0.01 0.00 0.02
H -0.1880 3.7153 0.3571 0.01 0.00 -0.01
H 1.1449 4.5166 2.6325 0.00 0.01 0.02
H 2.2424 5.1046 4.5374 0.01 -0.01 0.00
H 2.9968 3.7531 6.3155 0.00 -0.01 -0.01
H 2.9355 1.4022 6.3820 -0.01 0.01 0.00
H 2.2969 -0.0840 4.7910 0.00 0.02 0.01
H 1.6682 -1.8794 2.5939 -0.04 -0.03 -0.02
H 3.0154 -0.9630 3.2626 0.00 -0.02 0.01
H 2.5475 -1.3791 0.2933 -0.03 0.01 -0.01
H 3.6605 -2.2575 1.3144 0.00 0.01 0.01
C -4.7578 -0.8939 -2.2604 -0.09 -0.05 -0.01
C -3.3517 -0.4728 -2.6403 0.03 -0.03 0.09
O -2.3726 -1.2366 -1.9456 -0.11 -0.11 -0.20
H -5.5103 -0.3869 -2.8675 0.05 0.04 -0.01
H -4.9664 -0.6601 -1.2126 0.03 -0.01 -0.01
H -4.8765 -1.9702 -2.4047 -0.01 0.01 0.00
H -3.2012 0.5943 -2.4528 0.01 0.02 -0.02
H -3.1732 -0.6387 -3.7036 0.02 -0.04 0.00
H -2.5567 -1.2021 -0.9952 0.14 0.21 0.13
Se -3.8425 -3.0545 1.0593 -0.10 -0.12 -0.13
N -3.8101 -3.1673 2.8236 0.04 0.01 -0.01
C -3.0345 -2.1878 3.2366 0.07 0.03 0.10
C -2.7277 -1.9051 4.6062 -0.09 -0.11 -0.05
C -1.9277 -0.8496 4.8497 0.11 0.15 -0.04
C -1.4045 -0.0662 3.7569 -0.01 0.06 0.33
N -1.6317 -0.2812 2.5052 -0.11 -0.22 -0.34
C -2.4598 -1.3397 2.2161 0.08 0.05 0.05
N -2.7842 -1.6399 0.9772 -0.17 -0.02 -0.01
H -3.1372 -2.5321 5.3871 0.00 0.02 -0.01
H -1.6516 -0.5649 5.8554 0.00 -0.01 0.01
H -0.7698 0.7790 3.9931 0.08 0.04 0.00
C -1.4059 -3.8455 -3.6874 -0.04 -0.06 0.01
C 0.0537 -3.4156 -3.7674 0.02 0.02 -0.04
C 0.7695 -4.1003 -4.9282 -0.01 -0.03 -0.04
C 0.8002 -3.7440 -2.4807 -0.05 0.04 0.07
N 0.4058 -2.9114 -1.3445 0.00 -0.08 -0.07
C 0.3410 -1.5864 -1.2418 0.09 -0.06 0.00
N 0.1504 -1.2923 0.0237 0.02 -0.04 0.07
N 0.0713 -2.4654 0.6856 0.03 0.00 0.00
N 0.2299 -3.4428 -0.1235 0.00 0.14 0.00
H -1.9287 -3.5857 -4.6098 0.00 0.01 0.02
H -1.9253 -3.3620 -2.8601 0.03 0.02 -0.02
H -1.4719 -4.9315 -3.5630 0.01 0.04 -0.01
H 0.1021 -2.3328 -3.9289 -0.03 -0.01 0.02
H 0.7764 -5.1858 -4.7926 0.00 0.03 0.00
H 1.8039 -3.7641 -5.0239 -0.02 0.00 0.01
H 0.2579 -3.8894 -5.8680 0.01 0.00 0.02
H 1.8767 -3.6272 -2.6123 0.02 0.01 -0.03
H 0.6066 -4.7716 -2.1736 0.01 -0.01 0.01
H 0.4400 -0.8906 -2.0578 0.00 -0.04 0.02
```
Forces are in eV/Å.

These are the Mulliken partial charges, in e, on atoms 1 to 5: Co -0.311; C -1.258; C -0.548; C -0.885; N -0.198